No. 1
{"formula": "C36H44N3PSc", "method": "ωB97M-V/def2-TZVPD", "fmax_ev_per_a": 2.98, "energy_ev": -72502.844, "total_charge": -1, "species": ["Sc", "N", "N", "C", "C", "C", "C", "H", "H", "H", "C", "C", "H", "H", "H", "C", "C", "H", "H", "H", "C", "H", "H", "H", "C", "H", "H", "H", "C", "H", "C", "H", "C", "H", "C", "H", "C", "C", "H", "C", "C", "H", "C", "H", "N", "C", "C", "C", "H", "C", "C", "H", "H", "H", "C", "H", "C", "C", "H", "H", "H", "C", "H", "H", "H", "C", "P", "C", "C", "C", "C", "C", "C", "C", "H", "H", "H", "H", "H", "H", "H", "H", "H", "H", "H"], "xyz": [[-0.29097, 0.33120, -0.18080], [-2.13032, 0.07071, 5.39881], [-0.23180, 2.59324, -0.06405], [-0.99864, -1.55406, -1.33969], [-2.20226, -1.11859, -0.71015], [-2.33751, -1.86760, 0.54708], [-3.51330, -2.09579, 1.22744], [-4.37985, -1.46085, 1.04880], [-3.25195, -1.13419, 3.41155], [-3.54972, -2.83698, 2.02664], [-1.03601, -2.45302, 0.81012], [-0.70574, -3.22726, 2.02506], [-1.05243, -4.27149, 1.98846], [-1.16104, -2.75515, 2.90377], [0.37703, -3.24277, 2.18784], [-0.25827, -2.34322, -0.35736], [0.88758, -3.23948, -0.66968], [1.57986, -3.33990, 0.17536], [1.44515, -2.89848, -1.54785], [0.52435, -4.26022, -0.88859], [-3.37275, -0.49197, -1.37063], [-4.01178, -1.24785, -1.85877], [-3.07304, 0.23500, -2.13521], [-3.98924, 0.03564, -0.63259], [-0.69885, -1.47312, -2.79711], [0.37796, -1.50439, -3.01483], [-1.10332, -0.56269, -3.26088], [-1.16369, -2.33341, -3.31513], [-1.33620, 0.56624, 6.32312], [-1.48226, 0.20698, 7.36017], [-0.33206, 1.50429, 6.02611], [0.31405, 1.80539, 6.84916], [-0.20498, 2.01342, 4.71718], [0.62114, 2.71636, 4.48824], [-1.03756, 1.52497, 3.73617], [-0.88379, 1.77098, 2.67520], [-2.05507, 0.52984, 4.10100], [-2.88333, -0.12222, 3.20340], [-2.96922, 0.31812, 2.21014], [0.22783, 2.07745, -1.23004], [-0.96778, 3.74503, -0.39725], [-1.37072, 4.47088, 0.33580], [-1.00906, 3.87275, -1.74420], [-1.45505, 4.59858, -2.40205], [-0.27249, 2.79738, -2.26501], [-0.04687, 2.37977, -3.58611], [-1.06239, 2.39590, -4.55962], [-0.76095, 1.84831, -5.81040], [-1.53061, 1.85902, -6.58297], [0.47824, 1.24871, -6.07057], [0.84673, 0.75209, -7.44686], [1.46115, -0.16069, -7.37601], [1.44101, 1.50675, -7.99454], [-0.05068, 0.52989, -8.04523], [1.39568, 1.10003, -5.01861], [2.30044, 0.50884, -5.16739], [1.15208, 1.68387, -3.78020], [2.07962, 1.44779, -2.63823], [2.22585, 2.30242, -1.96410], [3.06694, 1.19358, -3.03019], [1.73890, 0.56376, -2.07036], [-2.44644, 2.83565, -4.23330], [-2.50972, 3.85970, -3.86142], [-2.91064, 2.17279, -3.49196], [-3.04169, 2.78835, -5.14724], [2.62243, 1.34858, 1.58362], [1.92591, -0.28228, 1.16825], [3.24774, -0.99023, 0.13780], [2.17515, -1.16182, 2.76470], [1.10471, -1.20580, 3.67536], [1.25249, -1.82763, 4.91207], [2.48234, -2.38617, 5.27371], [3.56555, -2.30767, 4.39671], [3.41708, -1.69606, 3.14998], [2.58923, 2.02031, 0.71499], [3.65951, 1.17884, 1.90047], [2.03941, 1.79359, 2.40081], [4.20258, -0.80218, 0.64111], [3.09730, -2.06736, 0.01078], [3.25488, -0.51795, -0.85402], [0.14649, -0.74774, 3.40827], [0.40318, -1.87597, 5.59423], [2.59314, -2.87339, 6.24202], [4.53535, -2.72313, 4.67839], [4.27595, -1.64224, 2.48128]], "forces_ev_per_angstrom": [[-0.2, -1.5, 2.5], [-0.1, -0.2, 1.0], [-0.5, 0.8, -0.9], [0.0, -0.7, 0.8], [0.1, -1.1, 0.4], [1.0, 0.6, -0.7], [0.0, -0.1, 0.0], [0.1, -0.4, 0.0], [-0.1, 0.9, 0.1], [0.0, 0.4, -0.2], [-0.7, 0.2, -1.0], [0.2, -0.2, 0.5], [0.0, 0.1, -0.1], [0.1, -0.1, -0.1], [-0.2, -0.1, 0.0], [-1.1, 0.5, -0.6], [0.3, -0.3, -0.1], [-0.1, 0.0, -0.1], [0.1, 0.0, 0.1], [0.1, 0.3, 0.0], [-0.4, 0.2, -0.3], [0.1, 0.2, 0.1], [-0.1, -0.1, 0.0], [0.0, 0.0, -0.2], [0.0, -0.1, -0.5], [-0.2, 0.0, 0.0], [0.1, -0.1, 0.1], [0.2, 0.2, 0.0], [0.5, 0.4, -0.9], [0.2, 0.1, -0.6], [0.1, 0.2, 1.2], [0.0, 0.2, -0.3], [0.1, -0.4, -0.1], [-0.6, -0.4, 0.1], [-0.2, 0.0, 0.2], [-0.2, 0.1, 0.5], [0.0, -0.7, -0.5], [0.6, 0.7, -0.3], [0.0, -0.4, 0.0], [-1.9, 0.3, 0.9], [0.1, 0.3, 0.5], [0.3, -0.9, -0.5], [0.4, -0.2, -0.5], [0.1, 0.1, 0.3], [-0.3, 1.2, 0.5], [-0.3, -0.5, -0.2], [1.0, -0.3, 0.1], [0.4, 0.1, 0.1], [0.2, 0.0, 0.1], [0.1, -0.1, 0.3], [0.0, -0.1, -0.2], [-0.2, 0.3, -0.1], [-0.3, -0.3, 0.2], [0.3, 0.0, 0.2], [-0.5, 0.4, -0.4], [-0.1, 0.2, 0.0], [-0.2, 0.0, -0.3], [1.7, -0.8, -0.5], [-0.1, -0.5, -0.3], [0.2, 0.0, -0.3], [0.4, 0.6, -0.2], [-0.6, 0.2, -0.3], [0.0, -0.2, -0.1], [0.1, 0.2, 0.0], [-0.1, 0.0, 0.1], [0.4, 0.2, 0.1], [-0.6, 0.1, 0.2], [0.5, 0.0, -0.1], [0.1, 0.1, 0.4], [0.1, 0.1, -0.3], [0.2, -0.1, 0.1], [-0.1, 0.1, -0.2], [0.0, 0.0, -0.1], [-0.3, -0.1, 0.1], [0.0, -0.2, 0.2], [-0.1, 0.3, 0.1], [0.2, -0.1, -0.2], [0.1, -0.1, -0.3], [0.1, 0.3, 0.0], [0.0, -0.1, 0.3], [0.3, -0.2, 0.1], [0.2, 0.1, -0.2], [0.0, 0.1, -0.2], [-0.3, 0.1, -0.1], [-0.2, -0.1, 0.2]]}


No. 2
{"formula": "C27H74N4O9", "method": "ωB97M-V/def2-TZVPD", "fmax_ev_per_a": 2.84, "energy_ev": -53582.669, "smiles": "COC[C@H](C)N.COC[C@H](C)N.COC[C@H](C)N.COC[C@H](C)N.CC(C)O.CC(C)O.CC(C)O.OCCO", "species": ["C", "O", "C", "C", "C", "N", "H", "H", "H", "H", "H", "H", "H", "H", "H", "H", "H", "C", "O", "C", "C", "C", "N", "H", "H", "H", "H", "H", "H", "H", "H", "H", "H", "H", "C", "O", "C", "C", "C", "N", "H", "H", "H", "H", "H", "H", "H", "H", "H", "H", "H", "C", "O", "C", "C", "C", "N", "H", "H", "H", "H", "H", "H", "H", "H", "H", "H", "H", "C", "C", "C", "O", "H", "H", "H", "H", "H", "H", "H", "H", "C", "C", "C", "O", "H", "H", "H", "H", "H", "H", "H", "H", "C", "C", "C", "O", "H", "H", "H", "H", "H", "H", "H", "H", "O", "C", "C", "O", "H", "H", "H", "H", "H", "H"], "xyz": [[2.34461, 2.30168, 2.94861], [3.63789, 2.89904, 2.76813], [3.56718, 4.23029, 3.22950], [4.88925, 5.00189, 3.08731], [5.94209, 4.62802, 4.13337], [4.68690, 6.45174, 3.25238], [1.60670, 3.00717, 2.56288], [2.26351, 2.19175, 4.03299], [2.22851, 1.33015, 2.47962], [2.77571, 4.81710, 2.75092], [3.34394, 4.19568, 4.30536], [5.31717, 4.80248, 2.10230], [5.65572, 4.90500, 5.14716], [6.91521, 5.04012, 3.88186], [6.04442, 3.53556, 4.09568], [4.13255, 6.84518, 2.48805], [4.02623, 6.55755, 4.02733], [-6.64719, 0.50690, 1.63122], [-5.56252, -0.38090, 1.82987], [-4.26188, 0.14284, 1.83200], [-3.89313, 0.90522, 3.09813], [-2.45949, 1.47253, 3.01931], [-3.91955, -0.02714, 4.27268], [-6.50824, 0.99210, 0.65975], [-6.65662, 1.22779, 2.45189], [-7.59100, -0.02929, 1.60258], [-3.62173, -0.69210, 1.54113], [-4.16039, 0.86190, 1.00013], [-4.59699, 1.71875, 3.28238], [-2.34549, 2.19381, 3.82654], [-2.25417, 1.99766, 2.08319], [-1.78399, 0.62872, 3.14684], [-3.89904, -0.94424, 3.82002], [-4.85882, -0.09076, 4.66369], [1.76249, 3.76597, -0.28154], [2.03605, 3.94123, -1.65029], [2.70213, 5.16221, -1.88522], [1.83780, 6.45301, -1.75363], [0.52901, 6.26200, -2.48328], [2.48521, 7.64772, -2.27460], [2.67753, 3.82049, 0.31850], [1.24847, 2.81834, -0.13637], [1.05672, 4.50047, 0.13183], [3.60119, 5.21180, -1.25970], [3.04464, 5.15074, -2.92386], [1.59236, 6.51783, -0.69045], [0.59740, 6.27091, -3.57312], [-0.18808, 7.06566, -2.27451], [-0.05560, 5.40871, -2.12768], [2.78175, 7.48654, -3.23414], [3.35653, 7.76428, -1.75596], [0.59881, -3.27489, -3.10040], [-0.25694, -2.49264, -2.27423], [0.46315, -1.68285, -1.37881], [-0.42167, -1.01633, -0.35523], [0.07717, 0.26576, 0.25478], [-0.85551, -1.92506, 0.73997], [1.46367, -2.72161, -3.47950], [-0.02908, -3.54384, -3.94716], [0.97005, -4.13796, -2.54556], [1.35484, -2.10083, -0.88601], [0.92742, -0.88943, -1.99449], [-1.39932, -0.76722, -0.78523], [1.03989, 0.30700, 0.77063], [-0.72618, 0.61521, 0.89802], [0.23075, 1.00066, -0.54408], [-0.05491, -2.24206, 1.28643], [-1.20654, -2.75304, 0.25839], [-3.56861, -4.66731, 1.41569], [-2.72879, -4.62910, 2.71344], [-1.34002, -5.19599, 2.43124], [-2.60245, -3.29060, 3.11259], [-3.36713, -5.60135, 0.88224], [-3.21977, -3.85231, 0.77581], [-4.63456, -4.50564, 1.56279], [-3.25714, -5.30168, 3.39721], [-0.83632, -4.58753, 1.67576], [-1.35106, -6.22326, 2.05853], [-0.73919, -5.25804, 3.34097], [-1.86414, -2.86126, 2.66539], [3.19000, -5.08516, -6.11382], [3.60617, -5.48345, -4.70956], [4.22329, -4.35453, -3.92639], [2.48878, -6.02822, -4.03112], [3.89616, -4.81808, -6.90497], [2.47735, -4.25590, -6.04989], [2.67050, -5.90008, -6.63615], [4.38482, -6.25433, -4.81685], [4.50370, -4.62806, -2.90717], [3.62959, -3.44033, -3.86115], [5.17462, -4.08430, -4.39167], [2.08065, -6.68135, -4.60733], [-3.05746, 2.24035, -1.38518], [-4.02722, 3.21465, -0.78834], [-3.31658, 4.58777, -0.54983], [-5.19863, 3.45652, -1.54147], [-2.82521, 2.53801, -2.40902], [-3.51079, 1.24348, -1.37369], [-2.16069, 2.14476, -0.77266], [-4.31512, 2.93921, 0.22652], [-3.99700, 5.25134, -0.01351], [-2.90979, 5.11677, -1.41248], [-2.48296, 4.44075, 0.14706], [-4.96351, 3.48459, -2.47513], [-1.39896, -7.63338, -0.88292], [-0.20041, -6.86626, -0.67682], [1.03590, -7.37816, -1.41195], [1.37948, -8.64719, -0.84902], [-1.42855, -7.83960, -1.82677], [-0.40974, -5.82693, -0.96468], [-0.10459, -6.95025, 0.40424], [1.85445, -6.69975, -1.19996], [0.86713, -7.57914, -2.46972], [0.75529, -9.36267, -0.96856]], "forces_ev_per_angstrom": [[0.8, 0.7, 0.7], [-0.3, -0.1, -0.8], [0.8, 0.1, 0.7], [0.4, 0.3, 0.3], [-0.2, -1.3, -0.6], [-1.1, 0.1, -0.2], [-0.4, -0.2, 0.1], [-0.7, -0.2, 0.0], [0.5, 0.0, -0.2], [-0.1, -0.2, -0.3], [-0.2, 0.2, 0.1], [-0.1, 0.1, -0.1], [-0.1, 0.2, 0.0], [-0.1, 0.3, 0.1], [0.1, 0.1, 0.2], [0.4, -0.2, -0.1], [0.5, 0.1, 0.2], [1.1, 0.3, -0.1], [-0.7, -1.1, 0.3], [-0.5, 1.4, -1.1], [0.7, -0.9, 0.7], [-0.8, 0.0, 0.0], [-0.6, -0.3, -0.7], [-0.2, 0.4, 0.1], [-0.3, 0.3, -0.2], [0.1, -0.3, 0.2], [0.3, 0.0, 0.7], [-0.1, 0.0, -0.1], [-0.1, 0.0, -0.2], [0.3, -0.1, 0.1], [0.0, -0.1, -0.1], [0.2, 0.2, 0.0], [0.6, -0.2, 0.4], [0.0, 0.5, 0.0], [-0.4, 0.1, 0.4], [-0.1, 0.3, 0.2], [0.1, 0.5, -0.8], [-0.5, -1.3, -0.2], [-1.6, 0.4, 0.2], [0.8, -0.2, 0.8], [0.0, -0.2, 0.0], [0.4, -0.2, -0.1], [0.1, 0.2, -0.2], [0.0, 0.2, 0.2], [0.0, -0.3, -0.1], [0.2, 0.7, 0.0], [0.3, -0.4, 0.0], [0.5, 0.4, 0.1], [0.5, -0.4, -0.3], [-0.2, 0.0, 0.0], [-0.1, 0.3, -0.1], [-0.5, 0.2, 0.1], [0.4, -0.4, 0.6], [0.9, 1.8, -0.7], [-1.1, -0.7, 1.0], [0.3, 1.0, -0.8], [0.3, -0.5, -0.3], [-0.1, 0.2, 0.1], [0.2, -0.4, 0.0], [0.0, -0.2, -0.2], [-0.4, -0.8, 0.0], [-0.1, 0.1, 0.1], [0.3, 0.1, -0.6], [-0.1, -0.7, 0.3], [0.2, 0.2, 0.2], [-0.3, 0.0, 0.0], [0.1, 0.1, -0.2], [-0.1, -0.1, 0.3], [0.7, 0.0, -0.2], [0.1, -0.6, -2.1], [0.1, -0.6, 0.3], [-0.6, 0.3, 1.4], [-0.4, 0.0, 0.0], [0.0, 0.0, -0.1], [0.0, -0.1, 0.2], [0.2, 0.8, 0.7], [0.1, 0.0, 0.1], [-0.3, 0.1, -0.1], [0.0, 0.4, 0.0], [-0.1, -0.1, -0.2], [-1.0, 0.3, -1.0], [0.9, -0.4, -0.9], [0.5, 0.4, 0.4], [-0.1, 0.2, 0.4], [0.7, 0.2, 0.8], [0.0, 0.0, 0.0], [-0.2, -0.1, 0.5], [-0.1, -0.1, 0.2], [-0.3, -0.3, 0.0], [-0.2, -0.2, -0.2], [-0.1, 0.0, -0.2], [0.0, 0.0, 0.0], [-0.6, -1.0, 0.1], [1.1, 2.6, 0.5], [0.0, -0.4, 0.9], [-0.3, -0.7, -0.1], [0.3, -0.1, 0.0], [0.0, 0.0, -0.4], [0.1, 0.3, -0.1], [-0.4, -0.5, -0.2], [-0.1, 0.1, -0.3], [-0.2, -0.3, -0.3], [0.1, -0.1, -0.1], [0.0, 0.0, 0.0], [0.6, -0.3, -0.7], [-0.8, 0.3, -0.3], [-1.4, -1.7, 1.2], [1.4, 0.1, 0.5], [-0.3, 0.0, 0.1], [0.1, 0.1, 0.1], [0.7, 0.3, -0.1], [0.2, -0.1, -0.4], [0.0, 0.8, -0.3], [-0.6, 0.4, -0.3]]}


No. 3
{"formula": "C19H22BrF4IN5O2SZn", "method": "ωB97M-V/def2-TZVPD", "fmax_ev_per_a": 0.32, "energy_ev": -179877.445, "total_charge": -1, "species": ["Zn", "C", "N", "C", "C", "C", "N", "C", "C", "F", "C", "F", "C", "C", "F", "C", "F", "H", "H", "H", "H", "H", "H", "H", "H", "H", "H", "H", "I", "C", "N", "C", "S", "N", "C", "H", "H", "H", "H", "H", "H", "H", "H", "Br", "C", "C", "N", "C", "C", "C", "C", "O", "O", "H", "H", "H"], "xyz": [[0.40576, 1.04745, -0.24331], [1.82633, -2.52470, 1.86921], [2.24268, -1.13911, 1.84788], [2.43378, -0.59704, 3.17582], [3.40571, -0.90869, 0.99599], [3.21907, 0.32574, 0.11960], [2.07241, 0.16139, -0.76073], [2.18404, -0.48843, -1.93640], [1.01460, -1.04553, -2.51113], [-0.13864, -0.94551, -1.80683], [0.98116, -1.67696, -3.72741], [-0.19984, -2.14946, -4.17903], [2.12424, -1.85876, -4.48767], [3.28877, -1.36275, -3.94210], [4.44610, -1.49569, -4.62863], [3.33559, -0.70770, -2.72709], [4.55020, -0.24082, -2.34248], [2.60540, -3.20252, 2.26401], [0.94069, -2.63617, 2.49580], [1.57120, -2.84473, 0.85830], [3.26903, -1.08186, 3.71448], [2.63451, 0.47337, 3.11183], [1.52792, -0.72921, 3.76685], [4.31216, -0.79072, 1.61058], [3.56562, -1.78000, 0.35372], [3.02541, 1.17896, 0.77134], [4.14335, 0.53701, -0.41474], [2.10389, -2.35730, -5.44345], [0.70539, 2.88668, 1.54867], [-2.75363, 4.41774, -0.61898], [-1.55478, 3.89504, -1.24347], [-1.47967, 2.77319, -1.96447], [0.03649, 2.26156, -2.55844], [-2.62327, 2.09786, -2.16892], [-2.63168, 0.81970, -2.86264], [-2.49144, 5.34610, -0.11868], [-3.15790, 3.72869, 0.12168], [-3.51485, 4.62056, -1.37508], [-0.66266, 4.27135, -0.95948], [-3.24695, 2.11582, -1.36414], [-1.75046, 0.22562, -2.61975], [-2.66732, 0.96791, -3.94196], [-3.52305, 0.28202, -2.54687], [-0.76190, -2.74470, 4.87297], [-2.07718, -1.85560, 3.83426], [-3.40930, -2.00839, 4.18044], [-4.39163, -1.40867, 3.51676], [-4.05352, -0.63309, 2.48870], [-2.74603, -0.43658, 2.06346], [-1.72211, -1.06996, 2.75302], [-2.46573, 0.46319, 0.87621], [-3.37575, 1.21768, 0.52033], [-1.33252, 0.30340, 0.33447], [-3.68962, -2.63229, 5.02076], [-4.85687, -0.13125, 1.96499], [-0.69319, -0.93381, 2.44172]], "forces_ev_per_angstrom": [[0.0, 0.1, -0.2], [0.0, 0.0, 0.0], [0.0, -0.1, 0.0], [0.0, 0.0, 0.0], [0.0, 0.1, 0.0], [0.0, 0.0, 0.0], [0.1, 0.0, -0.1], [0.0, -0.1, 0.1], [-0.1, 0.0, -0.1], [0.2, -0.2, 0.0], [0.0, 0.0, 0.0], [0.0, 0.0, 0.0], [0.0, 0.0, 0.0], [0.1, 0.0, 0.0], [-0.1, 0.0, 0.0], [0.1, 0.0, 0.0], [0.0, 0.0, 0.0], [0.0, 0.0, 0.0], [0.0, 0.0, 0.0], [0.0, 0.0, 0.0], [0.0, 0.0, 0.0], [0.0, 0.0, 0.0], [0.0, 0.0, 0.0], [0.0, -0.1, 0.0], [0.0, 0.0, 0.0], [0.0, 0.0, 0.0], [0.0, 0.0, 0.0], [0.0, 0.0, 0.0], [0.0, 0.2, 0.1], [0.0, -0.1, 0.0], [0.1, 0.1, 0.0], [-0.1, 0.0, 0.0], [0.0, 0.0, 0.2], [0.0, 0.0, 0.2], [0.1, -0.1, 0.0], [0.0, 0.0, 0.0], [0.0, -0.1, 0.1], [0.0, 0.0, 0.0], [0.0, -0.1, 0.0], [0.0, 0.0, 0.0], [-0.2, 0.1, 0.0], [0.0, 0.0, 0.0], [0.0, 0.0, 0.0], [0.0, 0.0, 0.0], [0.0, 0.0, 0.0], [0.0, 0.0, 0.0], [0.0, 0.0, 0.0], [0.0, 0.0, 0.0], [0.1, 0.0, 0.1], [0.0, 0.0, 0.0], [0.0, -0.1, -0.1], [0.0, 0.2, -0.2], [0.1, -0.1, -0.1], [0.0, 0.0, 0.0], [0.0, 0.0, 0.0], [0.0, 0.0, 0.0]]}


No. 4
{"formula": "C7H10", "method": "ωB97M-V/def2-TZVPD", "fmax_ev_per_a": 0.69, "energy_ev": -7419.382, "smiles": "C=C[C@@H]1C=CCC1", "species": ["C", "C", "C", "C", "C", "C", "C", "H", "H", "H", "H", "H", "H", "H", "H", "H", "H"], "xyz": [[-1.81780, 0.48716, -0.59969], [-1.21294, -0.70239, -0.59028], [0.28629, -0.88870, -0.70746], [0.51885, -1.26726, 0.75092], [0.78136, -0.17721, 1.47876], [0.76106, 1.04223, 0.60937], [1.03384, 0.45766, -0.78828], [-2.78039, 0.64704, -0.13053], [-1.37093, 1.35790, -1.06315], [-1.74551, -1.56457, -0.19021], [0.61030, -1.63500, -1.44435], [0.28088, -2.25565, 1.13372], [0.79614, -0.13376, 2.56203], [-0.30370, 1.35466, 0.60700], [1.36066, 1.90135, 0.91483], [0.69441, 1.09596, -1.61137], [2.10749, 0.28056, -0.93130]], "forces_ev_per_angstrom": [[-0.3, -0.3, -0.4], [-0.3, 0.3, -0.1], [0.0, 0.0, 0.0], [0.4, 0.1, 0.3], [-0.1, -0.3, -0.1], [-0.2, 0.1, 0.0], [-0.1, 0.0, -0.1], [-0.2, -0.2, -0.4], [0.1, 0.0, 0.1], [0.0, 0.1, 0.0], [-0.1, 0.2, 0.2], [0.2, 0.1, 0.0], [0.1, -0.1, -0.1], [0.6, 0.3, 0.3], [0.2, -0.2, 0.0], [0.0, -0.1, 0.2], [-0.2, 0.0, 0.1]]}